{
  "formula": "H8O4",
  "method": "ωB97M-V/def2-TZVPD",
  "gap_ev": 10.7,
  "total_energy_ev": -8319.421,
  "e_above_lowest_kj_mol": 121.1,
  "lumo_energy_ev": -0.146,
  "smiles": "O.O.O.O",
  "elements": ["O", "O", "O", "O", "H", "H", "H", "H", "H", "H", "H", "H"],
  "coordinates": [[-1.18, 0.10, 1.16], [1.10, -0.60, 0.00], [-2.22, -0.03, -2.35], [2.31, 0.20, 2.28], [1.82, -1.17, -0.28], [2.13, 0.03, 1.35], [-0.37, 0.02, 0.66], [1.45, 0.41, 2.65], [-1.82, 0.44, 0.53], [0.71, -0.29, -0.81], [-2.65, 0.71, -2.77], [-1.28, 0.18, -2.42]]
}

---

{
  "formula": "H8O4",
  "method": "ωB97M-V/def2-TZVPD",
  "gap_ev": 10.6,
  "total_energy_ev": -8319.432,
  "e_above_lowest_kj_mol": 120.0,
  "lumo_energy_ev": 0.053,
  "smiles": "O.O.O.O",
  "elements": ["O", "O", "O", "O", "H", "H", "H", "H", "H", "H", "H", "H"],
  "coordinates": [[2.79, -0.40, -0.12], [-1.47, 0.39, 0.42], [-1.20, 0.55, -2.20], [0.61, -1.15, 1.24], [-0.06, -0.47, 1.04], [-1.26, 0.44, -1.25], [-1.42, 1.45, -2.35], [0.11, -1.83, 1.58], [-2.38, 0.34, 0.08], [-1.42, 1.29, 0.65], [2.25, -0.75, 0.59], [3.43, 0.14, 0.31]]
}

---

{
  "formula": "H8O4",
  "method": "ωB97M-V/def2-TZVPD",
  "gap_ev": 11.4,
  "total_energy_ev": -8319.776,
  "e_above_lowest_kj_mol": 86.8,
  "lumo_energy_ev": 0.469,
  "smiles": "O.O.O.O",
  "elements": ["O", "O", "O", "O", "H", "H", "H", "H", "H", "H", "H", "H"],
  "coordinates": [[1.80, -1.23, 0.05], [-1.65, 2.61, 0.91], [-0.19, -1.02, -2.52], [-0.33, -0.09, 1.50], [-1.09, 1.82, 0.82], [-0.89, -0.63, 0.93], [0.23, -0.16, -2.61], [0.54, 0.01, 1.08], [-1.12, -0.91, -2.75], [1.77, -1.75, 0.87], [-1.81, 2.62, 1.86], [2.75, -1.27, -0.14]]
}

---

{
  "formula": "H8O4",
  "method": "ωB97M-V/def2-TZVPD",
  "gap_ev": 12.1,
  "total_energy_ev": -8319.539,
  "e_above_lowest_kj_mol": 109.7,
  "lumo_energy_ev": 0.676,
  "smiles": "O.O.O.O",
  "elements": ["O", "O", "O", "O", "H", "H", "H", "H", "H", "H", "H", "H"],
  "coordinates": [[-2.36, 3.00, -0.16], [5.27, -0.25, -0.18], [-3.50, -2.43, 0.04], [0.90, -0.42, 0.00], [-4.18, -3.11, -0.08], [-2.42, 3.62, 0.58], [5.45, 0.40, 0.51], [1.72, 0.08, 0.11], [-3.04, 2.35, 0.03], [0.28, 0.22, -0.37], [-3.00, -2.47, -0.78], [4.89, -1.00, 0.31]]
}

---

{
  "formula": "H8O4",
  "method": "ωB97M-V/def2-TZVPD",
  "gap_ev": 11.1,
  "total_energy_ev": -8318.442,
  "e_above_lowest_kj_mol": 215.6,
  "lumo_energy_ev": 0.203,
  "smiles": "O.O.O.O",
  "elements": ["O", "O", "O", "O", "H", "H", "H", "H", "H", "H", "H", "H"],
  "coordinates": [[-2.40, 0.44, 1.35], [-0.46, 0.04, -1.72], [0.61, 0.11, 0.94], [2.62, -1.49, 0.04], [-2.50, 1.26, 1.69], [-0.14, 0.48, 1.54], [0.35, 0.35, 0.08], [-0.81, 0.88, -1.82], [0.40, 0.08, -2.08], [2.50, -1.75, -0.76], [-2.47, 0.34, 0.44], [2.28, -0.73, 0.29]]
}

---

{
  "formula": "H8O4",
  "method": "ωB97M-V/def2-TZVPD",
  "gap_ev": 9.8,
  "total_energy_ev": -8317.814,
  "e_above_lowest_kj_mol": 276.2,
  "lumo_energy_ev": 0.541,
  "elements": ["O", "O", "O", "O", "H", "H", "H", "H", "H", "H", "H", "H"],
  "coordinates": [[-10.68, -12.54, 0.45], [-11.23, -14.75, -0.17], [-9.48, -10.85, 1.28], [-11.67, -11.31, -1.11], [-11.46, -15.48, 0.40], [-11.97, -10.47, -0.78], [-11.16, -12.05, -0.21], [-10.05, -11.53, 0.91], [-8.93, -11.31, 1.91], [-10.96, -11.09, -1.72], [-10.28, -14.68, -0.11], [-10.91, -13.45, 0.29]]
}

---

{
  "formula": "H8O4",
  "method": "ωB97M-V/def2-TZVPD",
  "gap_ev": 11.2,
  "total_energy_ev": -8319.189,
  "e_above_lowest_kj_mol": 143.5,
  "lumo_energy_ev": 0.488,
  "smiles": "O.O.O.O",
  "elements": ["O", "O", "O", "O", "H", "H", "H", "H", "H", "H", "H", "H"],
  "coordinates": [[37.12, 13.09, 23.04], [36.37, 14.14, 20.68], [38.66, 12.64, 19.64], [33.87, 14.70, 19.14], [36.69, 13.59, 22.34], [34.66, 14.72, 19.67], [37.08, 13.64, 20.34], [39.60, 12.84, 19.95], [38.63, 11.76, 19.11], [36.84, 13.28, 23.98], [36.40, 15.16, 20.58], [33.17, 15.30, 19.70]]
}

---

{
  "formula": "H8O4",
  "method": "ωB97M-V/def2-TZVPD",
  "gap_ev": 10.6,
  "total_energy_ev": -8319.013,
  "e_above_lowest_kj_mol": 160.5,
  "lumo_energy_ev": 0.184,
  "smiles": "O.O.O.O",
  "elements": ["O", "O", "O", "O", "H", "H", "H", "H", "H", "H", "H", "H"],
  "coordinates": [[0.38, 1.42, 0.25], [0.33, 1.60, -2.13], [1.67, -2.04, 1.10], [-2.47, -0.32, 0.52], [1.08, 0.99, -2.18], [-2.60, -0.64, 1.42], [1.66, -2.99, 0.94], [0.13, 0.50, 0.12], [0.98, -1.69, 0.54], [-2.22, 0.61, 0.64], [-0.29, 1.15, -1.54], [1.34, 1.40, 0.32]]
}